# 1
The following is a DFT calculation (ωB97M-V with the def2-TZVPD basis set) of an isolated molecule of C4H6O2.

Calculated values
energy relative to the best compared isomer or geometry (same formula, charge and spin): 43.71 kcal/mol
SMILES string: C[C@H]1O[C@H]1C=O
energy: -8338.56562 eV
gap between HOMO and LUMO: 10.94 eV

Atoms and positions in Å:
1 C -1.46 0.57 0.38
2 C -0.62 -0.63 0.03
3 O -0.09 -0.76 -1.28
4 C 0.84 -0.71 -0.20
5 C 1.80 0.44 -0.25
6 O 2.89 0.38 0.25
7 H -1.71 0.54 1.45
8 H -0.97 1.53 0.17
9 H -2.40 0.53 -0.18
10 H -1.05 -1.57 0.39
11 H 1.33 -1.65 0.06
12 H 1.47 1.32 -0.84

***

# 2
The following is a DFT calculation (ωB97M-V with the def2-TZVPD basis set) of a cluster of 15 separate species, C45H120O15 in total at a distorted geometry.

Calculated values
energy relative to the best compared isomer or geometry (same formula, charge and spin): 129.42 kcal/mol
energy: -79320.72119 eV
gap between HOMO and LUMO: 10.03 eV

Atoms and positions in Å:
1 C 13.14 20.23 8.08
2 C 14.22 19.25 8.51
3 C 13.76 17.80 8.74
4 O 15.21 19.37 7.39
5 H 13.51 21.21 7.78
6 H 12.53 20.50 8.96
7 H 12.48 19.80 7.35
8 H 14.80 19.57 9.38
9 H 13.27 17.93 9.71
10 H 14.59 17.10 8.82
11 H 12.99 17.41 8.04
12 H 15.95 18.78 7.53
13 C 14.64 22.49 13.75
14 C 14.84 21.92 12.39
15 C 15.47 22.83 11.36
16 O 15.60 20.80 12.57
17 H 14.10 23.46 13.78
18 H 15.59 22.62 14.24
19 H 14.05 21.80 14.41
20 H 13.92 21.51 12.00
21 H 14.83 22.90 10.52
22 H 16.40 22.41 10.97
23 H 15.80 23.78 11.90
24 H 15.22 20.03 13.05
25 C 15.61 9.89 17.96
26 C 14.98 11.28 18.21
27 C 14.66 11.53 19.66
28 O 15.93 12.26 17.67
29 H 14.93 9.02 18.19
30 H 16.57 9.72 18.48
31 H 15.88 9.73 16.89
32 H 14.01 11.31 17.68
33 H 14.35 12.54 19.89
34 H 15.55 11.38 20.26
35 H 13.87 10.87 20.00
36 H 15.54 13.15 17.67
37 C 23.79 16.01 14.53
38 C 22.33 16.31 14.76
39 C 22.01 16.36 16.21
40 O 22.05 17.56 14.16
41 H 24.02 16.23 13.52
42 H 24.09 14.98 14.89
43 H 24.27 16.82 15.15
44 H 21.59 15.57 14.32
45 H 20.98 16.74 16.37
46 H 22.65 17.13 16.69
47 H 22.14 15.32 16.56
48 H 22.40 17.56 13.26
49 C 10.65 13.75 15.35
50 C 9.66 14.20 14.38
51 C 8.35 14.67 14.92
52 O 10.23 15.19 13.49
53 H 11.50 13.28 14.88
54 H 10.21 12.85 15.83
55 H 11.03 14.51 16.08
56 H 9.46 13.41 13.71
57 H 7.69 15.09 14.09
58 H 8.38 15.57 15.48
59 H 7.83 13.82 15.44
60 H 10.66 15.87 13.98
61 C 11.64 20.15 17.75
62 C 10.57 19.07 17.78
63 C 9.21 19.64 17.37
64 O 10.98 18.03 16.91
65 H 12.72 19.76 17.86
66 H 11.38 20.92 18.45
67 H 11.61 20.68 16.77
68 H 10.52 18.67 18.75
69 H 9.34 20.17 16.44
70 H 8.84 20.31 18.12
71 H 8.50 18.83 17.28
72 H 10.91 18.19 15.99
73 C 12.74 8.27 13.18
74 C 11.28 8.67 13.44
75 C 11.20 9.41 14.75
76 O 10.71 9.47 12.36
77 H 12.83 7.67 12.27
78 H 13.04 7.71 14.07
79 H 13.32 9.13 13.03
80 H 10.65 7.78 13.46
81 H 11.13 8.72 15.56
82 H 10.32 10.08 14.76
83 H 12.07 10.03 14.96
84 H 11.39 9.99 11.93
85 C 13.85 16.38 18.86
86 C 13.63 14.89 18.84
87 C 12.23 14.59 19.31
88 O 13.96 14.43 17.51
89 H 13.12 16.93 18.20
90 H 14.89 16.66 18.51
91 H 13.83 16.82 19.85
92 H 14.42 14.40 19.39
93 H 11.95 13.51 19.27
94 H 11.58 15.15 18.71
95 H 12.24 14.86 20.37
96 H 13.23 14.49 16.88
97 C 14.40 13.23 10.93
98 C 13.94 11.93 11.53
99 C 13.16 12.35 12.80
100 O 13.15 11.16 10.61
101 H 15.11 13.63 11.67
102 H 13.63 13.95 10.82
103 H 15.12 13.16 10.07
104 H 14.74 11.26 11.84
105 H 12.41 13.14 12.50
106 H 13.75 12.81 13.56
107 H 12.72 11.49 13.30
108 H 12.40 11.70 10.29
109 C 19.67 20.21 13.27
110 C 18.51 19.30 12.89
111 C 18.76 18.12 12.02
112 O 17.87 18.89 14.10
113 H 19.87 20.93 12.43
114 H 20.61 19.67 13.43
115 H 19.43 20.83 14.09
116 H 17.72 19.96 12.45
117 H 19.53 17.43 12.41
118 H 19.12 18.46 11.09
119 H 17.87 17.53 11.88
120 H 18.59 18.50 14.68
121 C 9.64 18.23 12.13
122 C 11.09 18.16 12.40
123 C 11.82 19.45 11.90
124 O 11.35 18.05 13.84
125 H 9.08 17.61 12.76
126 H 9.60 17.88 11.08
127 H 9.14 19.18 12.10
128 H 11.40 17.20 11.91
129 H 11.31 20.25 12.37
130 H 11.79 19.44 10.80
131 H 12.87 19.37 12.27
132 H 12.16 18.54 14.05
133 C 17.03 15.39 16.95
134 C 17.32 14.62 15.63
135 C 18.06 15.47 14.60
136 O 17.99 13.43 15.69
137 H 16.11 16.00 16.87
138 H 17.94 15.87 17.30
139 H 16.80 14.53 17.56
140 H 16.32 14.46 15.22
141 H 18.15 14.96 13.65
142 H 19.05 15.72 15.02
143 H 17.57 16.43 14.44
144 H 17.51 12.78 16.32
145 C 8.52 13.60 10.71
146 C 8.82 12.41 9.80
147 C 9.14 12.94 8.45
148 O 10.05 11.76 10.25
149 H 7.58 14.00 10.37
150 H 9.27 14.35 10.69
151 H 8.50 13.25 11.76
152 H 8.03 11.66 9.88
153 H 9.33 12.16 7.72
154 H 10.04 13.56 8.49
155 H 8.38 13.62 8.08
156 H 9.89 10.97 10.85
157 C 14.22 16.79 15.03
158 C 14.96 17.58 13.93
159 C 14.81 16.97 12.55
160 O 14.39 18.86 13.90
161 H 13.17 16.88 14.74
162 H 14.28 17.23 16.01
163 H 14.46 15.75 14.96
164 H 16.00 17.69 14.17
165 H 15.32 15.97 12.44
166 H 15.15 17.67 11.80
167 H 13.77 16.86 12.23
168 H 14.70 19.29 14.74
169 C 17.73 20.50 17.91
170 C 16.75 19.47 17.35
171 C 15.51 19.30 18.30
172 O 16.28 19.81 16.04
173 H 18.39 20.84 17.16
174 H 18.34 20.03 18.68
175 H 17.23 21.30 18.43
176 H 17.31 18.58 17.26
177 H 15.02 20.27 18.22
178 H 15.79 19.21 19.33
179 H 14.76 18.57 17.95
180 H 16.95 19.67 15.34

***

# 3
The following is a DFT calculation (ωB97M-V with the def2-TZVPD basis set) of an isolated molecule of C3H5ClO2 at a distorted geometry.

Calculated values
energy relative to the best compared isomer or geometry (same formula, charge and spin): 43.72 kcal/mol
SMILES string: C[C@H]1O[C@]1(O)Cl
energy: -19807.93616 eV
gap between HOMO and LUMO: 11.10 eV

Atoms and positions in Å:
1 C -0.09 -0.76 0.02
2 C 1.03 0.18 -0.24
3 C -1.44 -0.19 0.30
4 O 0.52 -0.51 -1.28
5 O 0.79 1.47 -0.12
6 Cl 2.66 -0.31 0.52
7 H 0.30 -1.78 0.26
8 H -1.48 0.92 -0.06
9 H -1.58 -0.26 1.43
10 H -2.15 -0.76 -0.30
11 H 1.45 1.99 -0.54

***

# 4
The following is a DFT calculation (ωB97M-V with the def2-TZVPD basis set) of an isolated molecule of C4H5NO at a distorted geometry.

Calculated values
energy relative to the best compared isomer or geometry (same formula, charge and spin): 10.67 kcal/mol
SMILES string: CC(=O)CC#N
energy: -7766.06377 eV
gap between HOMO and LUMO: 11.00 eV

Atoms and positions in Å:
1 C 1.19 0.94 -0.49
2 C 0.31 0.35 0.58
3 O 0.64 0.27 1.74
4 C -1.09 -0.14 0.15
5 C -1.08 -1.59 -0.04
6 N -1.06 -2.74 -0.19
7 H 2.20 1.07 -0.10
8 H 0.78 1.92 -0.77
9 H 1.20 0.32 -1.39
10 H -1.42 0.34 -0.78
11 H -1.79 0.11 0.95

***

# 5
The following is a DFT calculation (ωB97M-V with the def2-TZVPD basis set) of a cluster of 3 separate species, C3H14NO2 in total at a distorted geometry.

Calculated values
energy relative to the best compared isomer or geometry (same formula, charge and spin): 35.92 kcal/mol
multiplicity: 2
energy: -8900.79439 eV
charge: +2
gap between HOMO and LUMO (alpha / beta): 13.47 / 3.77 eV

Atoms and positions in Å:
1 C 1.99 0.00 0.83
2 C 1.04 -0.94 0.06
3 C -0.20 -1.55 0.67
4 N 0.62 -0.15 -1.27
5 H 2.70 0.63 0.24
6 H 1.50 0.82 1.34
7 H 2.41 -0.60 1.65
8 H 1.74 -1.70 -0.48
9 H -1.05 -0.87 0.51
10 H -0.04 -1.74 1.77
11 H -0.53 -2.56 0.30
12 H 1.34 -0.01 -1.94
13 H -0.13 -0.81 -1.69
14 H 0.07 0.73 -1.06
15 H -2.40 2.13 1.72
16 H -1.32 1.13 1.98
17 O -1.65 1.79 1.32
18 H -2.27 1.53 -1.29
19 H -2.10 1.20 -2.77
20 O -1.73 0.99 -1.89

***

# 6
The following is a DFT calculation (ωB97M-V with the def2-TZVPD basis set) of a cluster of 4 separate species, C34H59NO5 in total at a distorted geometry.

Calculated values
SMILES string: C#Cc1ccc(CCCCCCCCCCCC)c2c1C(=O)NC2=O.CCOCC.CCOCC.CCOCC
energy: -47921.48324 eV
gap between HOMO and LUMO: 7.10 eV

Atoms and positions in Å:
1 C 9.38 -0.60 -2.13
2 C 8.23 0.20 -2.42
3 C 6.69 0.81 -2.29
4 C 5.35 0.03 -2.91
5 C 3.80 0.64 -2.78
6 C 3.56 2.04 -1.97
7 C 2.13 2.79 -1.70
8 C 0.80 1.88 -1.98
9 C 0.73 0.46 -1.16
10 C -0.38 -0.48 -1.97
11 C -1.59 -1.03 -1.00
12 C -2.47 0.17 -0.27
13 C -3.62 0.83 -1.25
14 C -3.63 2.48 -1.27
15 C -2.72 3.16 -2.45
16 C -3.53 4.17 -3.45
17 C -2.38 4.83 -4.47
18 C -1.82 3.66 -5.49
19 C 4.92 2.82 -1.37
20 C 6.44 2.24 -1.53
21 C 7.46 3.32 -0.83
22 O 8.77 3.23 -0.55
23 N 6.53 4.52 -0.56
24 C 5.02 4.24 -0.56
25 O 4.07 5.04 -0.05
26 H 10.36 -1.21 -1.95
27 H 5.56 -1.00 -3.48
28 H 2.88 0.05 -3.23
29 H 2.05 3.27 -0.61
30 H 2.08 3.72 -2.44
31 H -0.13 2.52 -1.61
32 H 0.62 1.76 -3.16
33 H 1.76 -0.09 -1.02
34 H 0.32 0.66 -0.05
35 H -0.90 0.20 -2.79
36 H 0.16 -1.34 -2.59
37 H -1.17 -1.82 -0.23
38 H -2.37 -1.63 -1.68
39 H -2.95 -0.34 0.69
40 H -1.82 1.06 0.13
41 H -3.47 0.39 -2.34
42 H -4.67 0.50 -0.80
43 H -4.74 2.93 -1.32
44 H -3.17 2.83 -0.23
45 H -1.87 3.81 -1.92
46 H -2.21 2.27 -3.07
47 H -3.93 5.07 -2.78
48 H -4.39 3.64 -4.03
49 H -2.76 5.80 -5.01
50 H -1.47 5.13 -3.75
51 H -2.70 2.89 -5.70
52 H -0.95 3.04 -4.99
53 H -1.44 4.12 -6.50
54 H 6.77 5.34 -1.19
55 C -7.21 -0.63 3.29
56 C -5.70 -0.62 3.14
57 O -5.20 0.50 2.42
58 C -5.47 1.78 2.97
59 C -4.86 1.99 4.34
60 H -7.69 -0.54 2.31
61 H -7.55 -1.56 3.76
62 H -7.56 0.20 3.90
63 H -5.40 -1.52 2.59
64 H -5.21 -0.69 4.12
65 H -6.54 1.98 2.98
66 H -5.02 2.51 2.28
67 H -5.32 1.34 5.09
68 H -5.00 3.02 4.67
69 H -3.79 1.76 4.33
70 C -9.49 -6.35 1.65
71 C -9.05 -5.94 3.04
72 O -8.90 -4.53 3.19
73 C -10.06 -3.74 2.99
74 C -11.19 -4.06 3.96
75 H -8.82 -5.93 0.89
76 H -9.49 -7.44 1.55
77 H -10.50 -6.00 1.42
78 H -8.07 -6.39 3.24
79 H -9.73 -6.34 3.80
80 H -10.40 -3.82 1.95
81 H -9.76 -2.70 3.14
82 H -11.58 -5.07 3.80
83 H -12.02 -3.36 3.83
84 H -10.84 -4.01 4.99
85 C 11.50 -3.87 1.92
86 C 12.27 -3.68 0.63
87 O 12.19 -2.35 0.11
88 C 12.70 -1.31 0.94
89 C 14.18 -1.46 1.24
90 H 10.46 -3.55 1.81
91 H 11.51 -4.93 2.22
92 H 11.93 -3.29 2.74
93 H 11.85 -4.34 -0.13
94 H 13.32 -3.97 0.75
95 H 12.11 -1.23 1.86
96 H 12.54 -0.38 0.39
97 H 14.38 -2.34 1.85
98 H 14.55 -0.58 1.78
99 H 14.76 -1.56 0.32

***

# 7
The following is a DFT calculation (ωB97M-V with the def2-TZVPD basis set) of a cluster of 2 separate species, C6H12O in total.

Calculated values
energy relative to the best compared isomer or geometry (same formula, charge and spin): 40.87 kcal/mol
SMILES string: C=CCCC.C=O
energy: -8462.58173 eV
gap between HOMO and LUMO: 10.76 eV

Atoms and positions in Å:
1 C -0.75 1.95 -1.79
2 C -0.20 1.40 -0.47
3 C -1.01 0.21 0.04
4 C -0.66 -0.23 1.44
5 C 2.00 -1.60 0.55
6 O 1.75 -2.44 -0.28
7 C -0.73 -1.48 1.89
8 H -0.74 1.18 -2.57
9 H -1.79 2.27 -1.66
10 H -0.18 2.81 -2.14
11 H -0.20 2.20 0.28
12 H 0.85 1.11 -0.61
13 H -0.90 -0.64 -0.65
14 H -2.07 0.49 0.02
15 H -0.36 0.56 2.13
16 H 2.18 -1.84 1.61
17 H 2.09 -0.52 0.29
18 H -1.01 -2.31 1.23
19 H -0.51 -1.73 2.92

***

# 8
The following is a DFT calculation (ωB97M-V with the def2-TZVPD basis set) of a cluster of 2 separate species, C3H8N2 in total.

Calculated values
energy relative to the best compared isomer or geometry (same formula, charge and spin): 47.40 kcal/mol
SMILES string: [H]/N=C/N.C=C
energy: -6219.79128 eV
gap between HOMO and LUMO: 10.51 eV

Atoms and positions in Å:
1 N 0.72 0.91 -1.13
2 C -0.06 2.01 -0.89
3 N -0.93 2.05 0.04
4 H 0.35 0.05 -0.77
5 H 1.06 0.87 -2.07
6 H 0.13 2.87 -1.53
7 H -1.39 2.95 0.08
8 C 0.42 -2.50 1.08
9 C -0.33 -1.40 1.01
10 H 0.03 -3.43 0.70
11 H 1.43 -2.47 1.48
12 H -1.27 -1.44 0.46
13 H -0.17 -0.46 1.52

***

# 9
The following is a DFT calculation (ωB97M-V with the def2-TZVPD basis set) of a cluster of 3 separate species, C26H54N3O7S2 in total at a distorted geometry.

Calculated values
energy relative to the best compared isomer or geometry (same formula, charge and spin): 96.77 kcal/mol
energy: -68299.10565 eV
charge: +1
gap between HOMO and LUMO: 6.13 eV

Atoms and positions in Å:
1 C -8.00 4.44 -1.72
2 C -6.38 4.52 -1.72
3 O -5.77 3.64 -2.39
4 O -5.73 5.57 -1.00
5 C -5.46 5.22 0.39
6 C -5.96 3.77 0.84
7 C -5.56 3.61 2.41
8 C -5.99 2.25 3.16
9 N -4.65 1.99 3.86
10 C -3.71 2.29 2.71
11 S -1.91 1.92 2.91
12 C -1.47 0.25 2.22
13 C -2.02 0.00 0.75
14 O -3.22 -0.37 0.60
15 O -1.16 0.15 -0.37
16 C -1.41 -0.89 -1.37
17 C -2.47 -0.37 -2.50
18 C -1.96 1.10 -2.95
19 O -2.38 -1.25 -3.65
20 C -3.57 -1.22 -4.42
21 O -4.48 -0.36 -4.30
22 C -3.78 -2.34 -5.56
23 S -3.58 -4.02 -4.73
24 O -4.08 3.68 2.42
25 H -8.25 3.47 -1.16
26 H -8.39 5.31 -1.08
27 H -8.37 4.46 -2.79
28 H -6.05 5.99 1.03
29 H -4.35 5.42 0.57
30 H -7.10 3.73 0.81
31 H -5.47 2.90 0.30
32 H -6.08 4.43 3.04
33 H -6.19 1.30 2.57
34 H -6.78 2.27 3.98
35 H -4.50 2.77 4.54
36 H -4.54 1.10 4.37
37 H -4.15 1.71 1.83
38 H -1.81 -0.52 2.99
39 H -0.32 0.22 2.16
40 H -0.45 -1.14 -1.96
41 H -1.77 -1.88 -0.91
42 H -3.48 -0.35 -1.99
43 H -2.39 1.27 -4.00
44 H -2.33 1.91 -2.23
45 H -0.81 1.07 -2.99
46 H -4.80 -2.27 -6.05
47 H -2.92 -2.25 -6.31
48 H -3.35 -3.71 -3.40
49 C 1.71 3.19 0.71
50 C 2.92 2.44 1.25
51 N 2.88 1.00 1.01
52 C 3.92 0.27 1.74
53 C 5.37 0.54 1.37
54 C 2.69 0.58 -0.37
55 C 3.71 1.04 -1.41
56 H 0.78 2.79 1.14
57 H 1.78 4.25 0.98
58 H 1.64 3.14 -0.38
59 H 2.96 2.62 2.33
60 H 3.83 2.89 0.83
61 H 3.73 -0.81 1.66
62 H 3.79 0.49 2.81
63 H 5.65 0.05 0.44
64 H 6.03 0.13 2.15
65 H 5.60 1.60 1.30
66 H 1.70 0.92 -0.70
67 H 2.61 -0.51 -0.41
68 H 4.00 2.09 -1.28
69 H 3.29 0.93 -2.41
70 H 4.62 0.43 -1.38
71 C 7.13 -6.25 1.59
72 C 5.90 -5.91 0.76
73 N 5.24 -4.67 1.14
74 C 3.93 -4.50 0.52
75 C 3.89 -4.34 -1.00
76 C 6.07 -3.48 1.17
77 C 6.77 -3.07 -0.12
78 H 6.89 -6.30 2.65
79 H 7.53 -7.22 1.28
80 H 7.93 -5.51 1.45
81 H 5.19 -6.74 0.89
82 H 6.18 -5.91 -0.30
83 H 3.42 -3.64 0.97
84 H 3.31 -5.36 0.78
85 H 4.20 -3.34 -1.31
86 H 2.86 -4.47 -1.36
87 H 4.50 -5.08 -1.52
88 H 6.84 -3.61 1.94
89 H 5.48 -2.63 1.53
90 H 7.21 -3.92 -0.65
91 H 7.59 -2.38 0.10
92 H 6.10 -2.55 -0.80